Entry 1:
Computed, not measured: a structure of composition C14H29BBeBr4F12MgN4O5P2S in a non-equilibrium geometry, with ωB97M-V/def2-TZVPD.

ORCA input file:
```
! RIJCOSX wB97M-V def2-TZVPD def2/J DEFGRID3
* xyz 0 1
N 3.21 4.59 1.69
P 1.65 4.78 1.18
C 0.86 3.13 0.92
Br 1.52 2.08 2.44
C -0.62 3.09 1.12
N -1.25 2.64 0.11
C -0.33 2.35 -1.00
C 1.11 2.51 -0.51
C 2.12 1.35 -0.67
C 1.53 -0.06 -0.62
O 1.65 -0.67 0.67
C 0.48 -0.96 1.26
O -0.46 -1.49 0.74
H 3.88 5.03 1.01
H 0.86 5.50 2.09
H 1.64 5.45 -0.06
H -1.07 3.42 2.06
H -2.26 2.49 0.04
H -0.51 3.21 -1.66
H -0.59 1.53 -1.65
H 1.53 3.35 -1.06
H 2.93 1.47 0.04
H 2.57 1.47 -1.66
H 2.14 -0.67 -1.29
H 0.52 -0.12 -1.02
H 0.43 -0.73 2.33
B 5.92 5.65 -1.01
F 4.50 5.79 -0.76
F 6.10 5.38 -2.36
F 6.56 6.82 -0.64
F 6.37 4.57 -0.22
Br -0.97 -1.07 -2.83
C -1.14 -0.94 -4.77
C -0.07 -0.04 -5.36
Br -0.47 1.84 -5.06
H -2.15 -0.60 -4.97
H -1.03 -1.97 -5.13
H -0.04 -0.16 -6.44
H 0.92 -0.23 -4.93
C -4.05 -3.00 0.59
O -3.78 -3.93 1.37
N -5.32 -2.77 0.18
N -3.08 -2.20 0.11
H -5.57 -2.03 -0.45
H -6.04 -3.37 0.53
H -2.14 -2.38 0.42
H -3.25 -1.44 -0.52
F -5.55 1.97 2.33
P -5.22 3.54 1.92
F -6.82 3.81 2.21
F -5.03 3.79 3.54
F -4.37 2.65 0.76
F -3.80 4.45 1.99
F -5.62 4.51 0.66
Be 2.56 0.16 -6.23
C 0.99 -5.06 1.26
C 0.00 -4.74 2.39
C 0.42 -5.56 3.62
S 2.20 -5.82 3.46
O 2.44 -7.22 3.27
O 2.88 -5.06 4.48
C 2.38 -4.99 1.88
H 0.89 -4.36 0.43
H 0.80 -6.06 0.88
H 0.06 -3.67 2.63
H -1.03 -4.95 2.11
H 0.22 -5.04 4.55
H -0.06 -6.54 3.63
H 3.14 -5.49 1.30
H 2.67 -3.96 2.09
F -3.86 -5.40 -0.09
Mg -2.19 -3.43 -4.25
Br 3.83 -1.11 -8.15
F 3.23 4.92 3.10
*
```

Values from the calculation:
E_tot: -379895.35756 eV
Energy above the lowest of the compared OMol25 structures with the same formula, charge and spin: 0.0 kcal per mole
HOMO-LUMO gap: 1.6 eV
E_HOMO: -7.20 eV

Entry 2:
Computed, not measured: a cluster of 7 separate species, C14H29BNO8P in total in a non-equilibrium geometry, with ωB97M-V/def2-TZVPD.

ORCA input file:
```
! RIJCOSX wB97M-V def2-TZVPD def2/J DEFGRID3
* xyz 0 1
C -0.99 2.45 5.04
O -0.60 1.24 4.28
B -1.12 1.28 2.90
O -2.49 1.84 2.62
P -0.13 0.67 1.33
C 0.72 -1.02 1.76
C 0.92 -1.82 0.31
C 2.26 -2.78 0.03
C 2.45 -3.52 -1.45
C 1.36 -3.33 -2.68
C 0.03 -2.40 -2.42
C -1.13 -2.11 -3.59
C -0.16 -1.66 -0.93
C 1.21 1.99 0.85
C 0.95 3.55 1.37
C 2.17 4.55 0.82
C 3.33 3.84 -0.06
N 3.53 2.41 -0.46
C 2.48 1.46 -0.01
H -1.28 3.36 4.37
H -0.05 2.73 5.72
H -1.87 2.27 5.80
H -2.50 2.17 1.67
H 1.77 -0.73 2.22
H 0.10 -1.65 2.54
H 3.11 -2.94 0.86
H 3.41 -4.16 -1.64
H 1.51 -3.83 -3.74
H -0.94 -2.73 -4.57
H -1.09 -0.94 -3.82
H -2.17 -2.31 -3.10
H -1.15 -1.00 -0.84
H 0.03 3.91 1.99
H 2.16 5.72 1.05
H 4.17 4.59 -0.47
H 2.60 0.32 -0.34
O -2.96 -3.21 -0.92
H -3.48 -2.87 -0.18
H -2.42 -3.91 -0.53
O -1.47 -1.03 -6.29
H -1.80 -1.14 -7.19
H -1.67 -0.10 -6.09
O -2.33 -2.36 2.40
H -2.42 -2.95 3.17
H -2.14 -1.50 2.79
O 5.51 1.50 -2.56
H 4.99 1.84 -1.82
H 6.06 0.80 -2.16
O -1.17 2.89 -1.63
H -0.83 2.65 -2.50
H -0.61 2.40 -1.01
O -5.56 -1.59 2.63
H -4.66 -1.94 2.49
H -5.64 -0.90 1.96
*
```

Values from the calculation:
E_tot: -42808.87138 eV
SMILES: COB(O)P(Cc1cccc(C)c1)c1cccnc1.O.O.O.O.O.O
HOMO-LUMO gap: 7.5 eV
E_HOMO: -8.11 eV

Entry 3:
Computed, not measured: a structure of composition C14H29BiNSi2 in a non-equilibrium geometry, with ωB97M-V/def2-TZVPD.

ORCA input file:
```
! RIJCOSX wB97M-V def2-TZVPD def2/J DEFGRID3
* xyz -1 1
C 3.29 -1.03 0.94
C 4.12 -0.04 0.31
C 3.76 0.07 -1.04
C 2.65 -0.89 -1.30
C 2.42 -1.59 0.00
Bi 0.91 0.46 -1.45
N 1.66 1.78 1.83
C 1.97 2.12 3.16
C 2.86 3.01 3.74
H 4.35 0.50 -1.86
H 4.94 0.46 0.80
H 2.52 -1.40 -2.27
H 1.93 -2.57 0.08
H 3.40 -1.36 1.96
H 3.95 2.74 3.83
H 2.26 1.06 3.47
H 2.32 2.20 1.02
H 2.65 4.10 3.92
H 0.89 2.33 3.42
C -1.85 0.34 -3.32
Si -1.50 -1.15 -2.23
C -3.09 -2.11 -2.03
C -0.26 -2.27 -3.07
C -0.83 -0.67 -0.51
Si -1.80 0.31 0.79
C -3.51 -0.46 1.00
C -0.96 0.12 2.45
C -2.11 2.12 0.39
H -2.04 0.01 -4.35
H -1.03 1.09 -3.37
H -2.75 0.87 -2.97
H -3.17 -2.81 -2.88
H -3.12 -2.70 -1.10
H -3.96 -1.45 -2.06
H 0.32 -1.77 -3.86
H 0.44 -2.74 -2.37
H -0.82 -3.08 -3.56
H -0.34 -1.53 -0.01
H -3.55 -1.14 1.86
H -4.27 0.31 1.18
H -3.84 -1.04 0.13
H 0.12 0.35 2.34
H -1.35 0.83 3.19
H -1.03 -0.89 2.86
H -1.24 2.74 0.63
H -2.34 2.27 -0.68
H -2.96 2.50 0.99
*
```

Values from the calculation:
E_tot: -38069.06302 eV
Energy above the lowest of the compared OMol25 structures with the same formula, charge and spin: 90.3 kcal per mole
HOMO-LUMO gap (spin up / spin down): 4.7 / 4.0 eV
E_HOMO (spin up / spin down): -1.63 / -1.62 eV

Entry 4:
Computed, not measured: a cluster of 3 separate species, C14H29ClN2O13P2S2 in total in a non-equilibrium geometry, with ωB97M-V/def2-TZVPD.

ORCA input file:
```
! RIJCOSX wB97M-V def2-TZVPD def2/J DEFGRID3
* xyz 0 1
O -2.16 -2.04 -0.79
S -3.09 -1.09 -1.58
O -3.58 -1.91 -2.80
O -4.43 -0.94 -0.49
C -4.03 0.25 0.28
C -2.81 1.14 -0.36
Cl -1.06 0.85 0.27
C -2.88 2.77 -0.38
C -3.82 3.44 0.79
C -3.51 2.91 2.32
C -3.31 4.12 3.43
S -1.52 4.68 3.64
C -0.61 3.14 4.18
N -0.26 2.57 5.54
N 0.42 1.38 5.17
C 0.53 1.13 3.68
O -0.13 2.30 3.07
O -2.70 0.56 -1.74
H -3.64 0.07 1.39
H -4.98 0.93 0.38
H -1.77 3.20 -0.42
H -3.37 3.08 -1.42
H -3.56 4.61 0.79
H -4.98 3.40 0.53
H -2.63 2.10 2.36
H -4.48 2.32 2.66
H -3.63 3.64 4.47
H -4.01 5.05 3.24
H 0.99 0.25 3.06
C 5.34 2.30 0.03
O 4.37 2.20 1.06
P 4.97 1.60 2.57
O 3.59 1.81 3.20
O 5.88 2.97 2.75
C 5.23 4.20 3.00
O 5.57 1.01 4.08
C 6.94 0.68 4.08
H 4.92 1.86 -0.88
H 5.55 3.36 -0.16
H 6.26 1.78 0.29
H 4.17 4.18 2.74
H 5.71 4.97 2.39
H 5.35 4.46 4.06
H 7.55 1.58 4.19
H 7.21 0.15 3.16
H 7.14 0.02 4.93
C -3.23 -4.92 -6.13
O -1.88 -5.00 -6.56
P -0.70 -4.79 -5.31
O 0.42 -5.06 -6.32
O -1.18 -6.20 -4.61
C -0.89 -7.43 -5.27
O 0.48 -4.57 -4.07
C -0.05 -4.32 -2.78
H -3.77 -4.27 -6.81
H -3.67 -5.92 -6.16
H -3.30 -4.52 -5.12
H -0.66 -7.29 -6.33
H -1.77 -8.07 -5.20
H -0.05 -7.92 -4.77
H -0.38 -5.26 -2.32
H -0.89 -3.62 -2.84
H 0.73 -3.88 -2.16
*
```

Values from the calculation:
E_tot: -97340.81447 eV
SMILES: O=S1(=O)OC[C@](Cl)(CCCCSc2nnco2)O1.COP(=O)(OC)OC.COP(=O)(OC)OC
HOMO-LUMO gap: 6.1 eV
E_HOMO: -9.16 eV